Density functional theory data (the ωB97M-V functional and the def2-TZVPD basis) for a cluster of 2 separate species, C4H11NO in total.

Geometry as XYZ:
```
17
Properties=species:S:1:pos:R:3:forces:R:3
C -0.3653 1.1527 0.7988 1.599 2.853 -1.013
C 0.4877 0.8162 -0.4910 -1.830 -2.425 1.421
C 1.0001 -0.4327 -0.6754 1.197 1.477 -0.856
N 1.2266 -1.4923 0.3149 -1.499 -2.346 -4.340
C 0.1183 1.7207 -1.6624 0.922 -0.992 0.585
H -0.0975 2.3096 1.0214 -0.885 -2.601 -0.157
H -1.4002 1.0963 0.4325 0.158 0.198 0.441
H -0.2657 0.5680 1.7234 0.279 0.084 -0.596
H 1.3616 -0.5896 -1.7514 -0.364 -0.361 1.651
H 1.4835 -2.4071 -0.2696 -0.809 2.649 1.907
H 1.9222 -1.4097 0.9930 1.309 0.836 1.090
H -0.2767 2.6114 -1.2935 -0.533 1.683 0.872
H 0.9643 2.0074 -2.2506 0.556 -0.078 -0.570
H -0.6755 1.3565 -2.2860 -0.225 -0.736 -0.409
H -2.6459 -1.8232 0.9488 0.968 0.124 -0.270
H -0.9980 -1.3674 0.9806 -3.036 -0.711 0.926
O -1.9255 -1.4309 1.4658 2.193 0.345 -0.683
```
Positions in Å, forces in eV/Å.

energy relative to the best compared isomer or geometry (same formula, charge and spin): 224.6 kJ/mol
E_tot: -288.93145 Eh
gap between HOMO and LUMO: 9.3 eV
SMILES: CC(C)=CN.O
HOMO energy: -0.312 Eh